The following is a DFT calculation (ωB97M-V with the def2-TZVPD basis set) of a molecular structure, C3H12NP2.

Each line ends with the Löwdin charge.
Cartesian coordinates (Å):
C1 -2.58 0.44 -0.20  -0.090
C2 -1.31 -0.26 0.17  -0.311
C3 1.09 0.01 0.43  -0.868
N1 -0.17 0.58 -0.07  -0.147
P1 2.44 1.27 -0.11  0.788
P2 1.30 -1.82 -0.16  0.837
H1 -2.94 1.37 0.40  0.127
H2 -2.58 0.75 -1.23  0.077
H3 -3.42 -0.18 -0.10  0.068
H4 -1.24 -1.26 -0.38  0.104
H5 -1.43 -0.51 1.28  0.162
H6 0.94 0.01 1.78  0.189
H7 -0.34 1.45 0.56  0.203
H8 0.00 0.86 -1.12  0.202
H9 3.73 0.63 0.17  -0.072
H10 2.39 0.63 -1.49  -0.062
H11 2.36 -1.78 -1.04  -0.125
H12 1.79 -2.21 1.11  -0.081

The charge is +1. The HOMO-LUMO gap comes out at 9.367 eV. The molar mass comes out at 124.084 u. As for the energy relative to the best compared isomer or geometry (same formula, charge and spin): 83.9 kJ/mol. For the HOMO energy, the calculation gives -13.06 eV.